Record 1
A 3-piece molecular cluster, C25H44F7NO15P4S overall at a distorted geometry, computed with ωB97M-V with the def2-TZVPD basis set.

Properties
total energy = -4624.979266 Eh
Kohn-Sham gap = 0.2575 Eh
charge = 0
SMILES = CCCC1=C([PH2]=N)C(=O)C(CP(=O)(O)O)=C(S(=O)(=O)C(F)(F)C(F)(F)C(F)(F)F)C1=O.CCOP(=O)(OCC)OCC.CCOP(=O)(OCC)OCC
highest occupied orbital energy = -9.43 eV

Positions of all 97 atoms, in Å:
C: 9.651 4.485 2.977
C: 10.343 4.528 1.579
C: 9.366 4.648 0.353
C: 8.019 5.288 0.677
C: 7.818 6.620 0.663
P: 9.153 7.844 0.216
N: 10.392 7.841 1.198
C: 6.426 7.168 1.025
O: 6.176 8.273 0.653
C: 5.411 6.322 1.818
C: 4.296 7.101 2.531
P: 3.061 7.957 1.440
O: 1.876 8.184 2.273
O: 2.571 7.055 0.163
O: 3.560 9.457 0.970
C: 5.599 4.993 1.811
S: 4.463 3.875 2.674
O: 5.091 2.581 2.721
O: 4.140 4.269 4.022
C: 2.968 3.649 1.570
F: 2.866 2.339 1.278
F: 3.235 4.268 0.393
C: 1.607 4.057 2.205
F: 1.573 5.324 2.646
F: 1.357 3.257 3.271
C: 0.366 3.878 1.242
F: 0.485 4.558 0.105
F: -0.693 4.397 1.893
F: 0.094 2.593 1.020
C: 6.789 4.421 1.020
O: 6.806 3.315 0.607
H: 10.457 4.610 3.736
H: 9.214 3.487 3.191
H: 8.937 5.312 3.161
H: 11.140 5.297 1.586
H: 10.878 3.559 1.467
H: 9.868 5.306 -0.392
H: 9.291 3.653 -0.118
H: 8.512 9.113 0.108
H: 9.497 7.510 -1.133
H: 10.174 7.148 1.918
H: 3.725 6.516 3.272
H: 4.800 7.917 3.101
H: 3.301 6.816 -0.436
H: 3.795 9.399 0.027
O: -3.153 -4.729 0.793
P: -2.806 -3.263 0.763
O: -2.013 -3.179 -0.682
C: -2.791 -3.246 -1.876
C: -3.644 -2.005 -2.070
O: -1.505 -3.362 1.774
C: -1.277 -4.481 2.624
C: -0.343 -5.472 1.960
O: -2.792 -1.600 0.902
C: -1.948 -0.853 1.784
C: -0.567 -0.653 1.198
H: -3.414 -4.145 -1.862
H: -2.090 -3.341 -2.707
H: -4.412 -1.932 -1.293
H: -4.144 -2.027 -3.039
H: -3.035 -1.103 -2.005
H: -2.214 -4.949 2.927
H: -0.812 -4.101 3.538
H: -0.696 -5.766 0.971
H: -0.224 -6.368 2.573
H: 0.642 -5.020 1.817
H: -1.919 -1.302 2.776
H: -2.419 0.125 1.910
H: -0.087 -1.592 0.928
H: 0.075 -0.131 1.911
H: -0.626 -0.060 0.282
O: -6.086 -6.742 -4.252
P: -7.524 -7.095 -3.968
O: -8.176 -5.584 -3.835
C: -8.364 -4.830 -5.030
C: -9.456 -5.416 -5.906
O: -7.314 -7.458 -2.374
C: -6.032 -7.724 -1.808
C: -5.449 -6.467 -1.196
O: -9.045 -7.783 -3.926
C: -9.600 -8.486 -2.810
C: -10.179 -7.536 -1.783
H: -7.420 -4.765 -5.579
H: -8.642 -3.819 -4.727
H: -9.165 -6.399 -6.292
H: -9.660 -4.765 -6.758
H: -10.376 -5.555 -5.338
H: -5.358 -8.167 -2.541
H: -6.176 -8.475 -1.026
H: -5.427 -5.639 -1.906
H: -4.437 -6.642 -0.829
H: -6.066 -6.139 -0.357
H: -8.876 -9.175 -2.378
H: -10.407 -9.107 -3.207
H: -9.452 -6.802 -1.439
H: -10.544 -8.092 -0.918
H: -11.010 -6.973 -2.214



Record 2
C21H21MoN5O2 as an isolated structure at a distorted geometry, computed with ωB97M-V with the def2-TZVPD basis set.

Properties
total energy = -1303.639198 Eh
Kohn-Sham gap (alpha / beta) = 0.2012 / 0.1480 Eh
<S²> = 2.127
charge = +4
energy above the lowest of the compared OMol25 structures with the same formula, charge and spin = 0.0 kJ/mol
multiplicity = 3
highest occupied orbital energy (alpha / beta) = -20.37 / -20.36 eV

Positions of all 50 atoms, in Å:
N: 1.450 -0.307 0.720
C: 2.164 -0.181 1.626
C: 3.020 0.012 2.754
H: 3.480 1.013 2.696
H: 3.808 -0.761 2.758
H: 2.439 -0.061 3.694
N: -0.615 -2.582 -1.176
C: -1.098 -3.624 -1.362
C: -1.735 -4.873 -1.529
H: -0.974 -5.659 -1.407
H: -2.166 -4.914 -2.541
H: -2.537 -5.016 -0.782
N: -0.218 0.891 -1.954
C: -0.553 1.757 -2.662
C: -0.866 2.821 -3.555
H: -1.963 2.886 -3.698
H: -0.386 2.644 -4.534
H: -0.503 3.775 -3.129
Mo: -0.252 -0.729 -0.538
C: -2.257 -0.493 -1.019
O: -3.376 -0.390 -1.352
C: -0.963 -1.564 1.213
O: -1.360 -2.163 2.120
C: 2.784 -1.791 -1.140
C: 2.920 -0.443 -1.501
C: 2.244 0.053 -2.611
C: 1.421 -0.794 -3.368
C: 1.284 -2.133 -3.010
C: 1.970 -2.635 -1.891
H: 3.421 -2.212 -0.355
H: 3.661 0.187 -0.996
H: 2.470 1.063 -2.972
H: 1.001 -0.443 -4.317
H: 0.754 -2.819 -3.679
H: 1.978 -3.711 -1.692
N: -2.093 3.149 1.150
C: -1.801 2.185 0.256
N: -1.110 1.205 0.811
C: -0.960 1.528 2.162
C: -0.456 0.831 3.267
C: -0.628 1.379 4.543
C: -1.296 2.593 4.743
C: -1.798 3.317 3.642
C: -1.584 2.765 2.383
H: -2.645 3.993 0.992
H: -2.120 2.276 -0.788
H: 0.054 -0.101 3.091
H: -0.235 0.849 5.410
H: -1.422 2.967 5.767
H: -2.351 4.260 3.759



Record 3
An isolated ion of composition C3H8NS and charge +1 at a distorted geometry, computed with ωB97M-V with the def2-TZVPD basis set.

Properties
total energy = -571.722962 Eh
Kohn-Sham gap = 0.3498 Eh
charge = +1
energy above the lowest of the compared OMol25 structures with the same formula, charge and spin = 124.1 kJ/mol
SMILES = C/C=C(\[NH3+])S
highest occupied orbital energy = -13.50 eV

Positions of all 13 atoms, in Å:
C: -0.164 0.796 -0.253
C: -1.604 0.953 0.395
C: 0.776 -0.205 -0.273
N: 0.375 -1.599 0.010
S: 2.349 0.157 -0.993
H: 0.349 1.818 -0.596
H: -1.448 1.537 1.257
H: -1.849 -0.092 0.597
H: -2.453 1.252 -0.339
H: -0.354 -1.937 -0.544
H: 0.200 -1.705 1.074
H: 1.237 -2.178 -0.128
H: 2.585 1.201 -0.206



Record 4
A 2-piece molecular cluster, C2HNO2S overall at a distorted geometry, computed with ωB97M-V with the def2-TZVPD basis set.

Properties
total energy = -680.070563 Eh
Kohn-Sham gap = 0.3359 Eh
charge = 0
energy above the lowest of the compared OMol25 structures with the same formula, charge and spin = 497.5 kJ/mol
SMILES = O=S1#CO1.C#N
highest occupied orbital energy = -9.47 eV

Positions of all 7 atoms, in Å:
C: 1.945 0.221 -0.110
C: -1.357 -1.136 0.811
N: 1.659 -0.791 0.355
O: -0.822 1.417 -0.095
O: -1.730 -1.234 -0.378
S: -1.911 0.499 0.153
H: 2.216 1.024 -0.736



Record 5
C25H57AuN11O as an isolated structure, computed with ωB97M-V with the def2-TZVPD basis set.

Properties
total energy = -1799.042110 Eh
Kohn-Sham gap (alpha / beta) = 0.3418 / 0.2051 Eh
<S²> = 2.011
charge = +3
energy above the lowest of the compared OMol25 structures with the same formula, charge and spin = 39.2 kJ/mol
multiplicity = 3
highest occupied orbital energy (alpha / beta) = -15.97 / -16.04 eV

Positions of all 95 atoms, in Å:
Au: -0.466 0.605 -0.023
C: -0.338 -1.446 -4.436
N: -1.618 -1.286 -3.770
C: -2.791 -1.539 -4.605
C: -1.730 -0.911 -2.471
N: -0.911 -0.015 -1.932
C: -0.309 1.061 -2.722
C: 1.196 1.111 -2.473
N: 1.539 1.054 -1.024
C: 2.770 0.270 -0.808
C: 2.633 -1.237 -0.993
N: 2.491 -1.910 0.298
C: 3.034 -3.033 0.447
N: 3.657 -3.870 -0.459
C: 2.922 -4.325 -1.637
C: 4.947 -4.511 -0.206
N: 2.950 -3.695 1.719
C: 1.776 -4.490 2.022
C: 4.038 -3.654 2.669
C: 1.650 2.397 -0.396
C: 1.602 2.310 1.125
N: 0.431 1.539 1.579
C: 0.167 1.504 2.885
N: 1.146 1.707 3.801
C: 0.938 2.509 5.004
C: 2.438 1.049 3.703
N: -1.086 1.303 3.318
C: -2.232 1.605 2.479
C: -1.382 0.700 4.616
N: -2.676 -1.517 -1.732
C: -3.232 -0.926 -0.527
C: -3.099 -2.891 -1.989
H: -0.320 -2.415 -4.939
H: 0.467 -1.426 -3.704
H: -0.160 -0.677 -5.191
H: -2.693 -0.963 -5.527
H: -3.691 -1.213 -4.093
H: -2.884 -2.594 -4.865
H: -0.768 2.006 -2.414
H: -0.498 0.957 -3.788
H: 1.629 2.018 -2.905
H: 1.675 0.262 -2.960
H: 3.147 0.468 0.191
H: 3.512 0.654 -1.517
H: 3.529 -1.602 -1.504
H: 1.778 -1.470 -1.633
H: 1.912 -3.922 -1.623
H: 2.867 -5.415 -1.642
H: 3.430 -4.000 -2.548
H: 4.844 -5.454 0.337
H: 5.613 -3.840 0.331
H: 5.398 -4.730 -1.172
H: 1.339 -4.871 1.102
H: 1.046 -3.849 2.526
H: 2.050 -5.311 2.681
H: 4.726 -2.849 2.428
H: 4.565 -4.615 2.675
H: 3.613 -3.508 3.665
H: 0.823 2.998 -0.773
H: 2.585 2.875 -0.710
H: 1.556 3.329 1.519
H: 2.538 1.886 1.485
H: 0.006 3.062 4.928
H: 1.754 3.227 5.088
H: 0.922 1.897 5.907
H: 2.421 0.313 2.901
H: 2.637 0.527 4.642
H: 3.249 1.762 3.538
H: -2.060 2.519 1.918
H: -3.100 1.739 3.121
H: -2.459 0.802 1.769
H: -0.488 0.243 5.028
H: -2.131 -0.078 4.473
H: -1.771 1.436 5.319
H: -3.178 0.159 -0.578
H: -2.727 -1.302 0.371
H: -4.282 -1.213 -0.457
H: -2.426 -3.370 -2.694
H: -4.116 -2.930 -2.379
H: -3.072 -3.442 -1.048
C: -4.310 5.378 -0.786
N: -3.963 3.954 -0.748
C: -5.055 3.025 -1.017
C: -2.720 3.509 -0.586
C: -1.607 4.503 -0.369
O: -2.439 2.289 -0.616
H: -5.391 5.456 -0.868
H: -3.867 5.874 -1.649
H: -4.008 5.886 0.127
H: -5.870 3.212 -0.320
H: -4.703 2.007 -0.902
H: -5.425 3.169 -2.033
H: -1.925 5.522 -0.175
H: -0.981 4.514 -1.263
H: -1.001 4.154 0.468



Record 6
A 5-piece molecular cluster, C38H70F10I2NO19P4S overall at a distorted geometry, computed with ωB97M-V with the def2-TZVPD basis set.

Properties
total energy = -6330.770618 Eh
Kohn-Sham gap = 0.1636 Eh
charge = +1
highest occupied orbital energy = -10.41 eV

Positions of all 145 atoms, in Å:
C: 4.048 -3.741 9.174
C: 3.190 -4.321 7.895
I: 1.646 -5.797 8.533
C: 2.521 -3.100 6.983
I: 2.999 -3.539 4.858
C: 3.011 -1.597 7.440
C: 4.370 -0.983 6.749
C: 4.814 0.541 7.199
C: 6.156 1.255 6.503
C: 5.520 2.428 5.494
O: 4.400 2.033 4.827
F: 6.076 3.795 5.360
C: 3.927 1.375 8.344
N: 2.677 0.756 8.953
C: 2.212 -0.651 8.534
S: 0.598 -1.312 9.314
O: 0.276 -0.321 10.476
O: 0.788 -2.710 9.975
C: -0.695 -1.311 7.936
F: -1.099 -2.758 7.772
F: 0.015 -0.902 6.667
C: -2.019 -0.399 8.253
F: -1.556 1.009 8.393
F: -2.532 -0.855 9.599
C: -3.269 -0.602 7.208
F: -3.889 -1.953 7.280
F: -4.335 0.387 7.614
C: -2.919 -0.288 5.638
F: -2.023 0.889 5.455
F: -2.286 -1.456 4.920
F: -4.196 -0.021 4.876
H: 4.378 -4.690 9.815
H: 5.003 -3.127 8.865
H: 3.390 -3.072 9.904
H: 3.895 -4.927 7.162
H: 1.340 -3.242 7.062
H: 5.041 -1.520 5.953
H: 6.856 1.704 7.331
H: 6.665 0.445 5.822
H: 4.217 2.462 8.719
H: 2.138 1.345 9.658
O: -4.248 -2.295 0.336
P: -5.783 -2.495 0.283
O: -5.979 -1.655 -1.130
C: -5.709 -2.371 -2.327
C: -6.712 -3.487 -2.563
O: -6.035 -1.259 1.374
C: -5.008 -0.805 2.248
C: -4.221 0.329 1.611
O: -7.498 -2.718 0.225
C: -8.416 -1.869 0.906
C: -8.530 -0.472 0.310
H: -4.690 -2.770 -2.295
H: -5.760 -1.657 -3.155
H: -6.631 -4.258 -1.788
H: -6.545 -3.966 -3.531
H: -7.737 -3.104 -2.529
H: -4.363 -1.632 2.562
H: -5.492 -0.432 3.157
H: -3.891 0.094 0.593
H: -3.336 0.569 2.210
H: -4.841 1.224 1.531
H: -8.186 -1.844 1.974
H: -9.403 -2.351 0.825
H: -7.569 0.039 0.217
H: -9.179 0.154 0.935
H: -8.951 -0.516 -0.696
O: 4.919 -3.778 1.810
P: 5.173 -4.597 0.521
O: 6.747 -4.109 0.360
C: 7.703 -4.802 1.151
C: 7.850 -6.253 0.725
O: 4.429 -3.443 -0.424
C: 3.521 -2.494 0.122
C: 4.252 -1.232 0.550
O: 5.457 -5.513 -0.919
C: 5.131 -5.036 -2.221
C: 6.025 -3.903 -2.710
H: 7.422 -4.737 2.207
H: 8.662 -4.289 1.029
H: 6.925 -6.811 0.907
H: 8.653 -6.743 1.282
H: 8.065 -6.325 -0.346
H: 2.937 -2.932 0.938
H: 2.802 -2.237 -0.665
H: 5.128 -1.443 1.172
H: 3.584 -0.571 1.114
H: 4.621 -0.691 -0.324
H: 4.071 -4.778 -2.274
H: 5.264 -5.888 -2.906
H: 6.069 -3.059 -2.018
H: 5.661 -3.524 -3.672
H: 7.051 -4.250 -2.835
O: 0.349 3.381 -2.594
P: 0.198 1.908 -2.140
O: 0.206 1.293 -3.678
C: 1.483 1.119 -4.276
C: 2.298 0.045 -3.577
O: -1.446 2.087 -1.925
C: -2.048 3.364 -1.754
C: -2.470 3.947 -3.093
O: 0.028 0.263 -1.634
C: -1.232 -0.340 -1.354
C: -2.092 -0.582 -2.588
H: 2.021 2.072 -4.277
H: 1.318 0.829 -5.319
H: 2.543 0.344 -2.552
H: 3.237 -0.139 -4.106
H: 1.737 -0.893 -3.514
H: -1.390 4.039 -1.197
H: -2.940 3.226 -1.132
H: -1.669 3.910 -3.839
H: -2.784 4.990 -2.980
H: -3.302 3.376 -3.511
H: -1.761 0.232 -0.587
H: -1.014 -1.318 -0.898
H: -2.248 0.316 -3.189
H: -3.078 -0.958 -2.292
H: -1.622 -1.313 -3.246
O: -3.525 4.790 -8.408
P: -2.069 4.643 -8.915
O: -1.404 5.497 -7.662
C: -1.199 4.778 -6.453
C: -0.141 3.699 -6.605
O: -2.270 5.881 -10.014
C: -3.558 6.296 -10.454
C: -4.100 7.405 -9.567
O: -0.443 4.480 -9.482
C: 0.138 5.356 -10.443
C: 0.413 6.760 -9.917
H: -2.146 4.344 -6.118
H: -0.876 5.498 -5.695
H: -0.471 2.922 -7.304
H: 0.069 3.220 -5.645
H: 0.789 4.117 -7.003
H: -4.245 5.445 -10.520
H: -3.448 6.680 -11.474
H: -4.032 7.164 -8.501
H: -5.149 7.612 -9.804
H: -3.524 8.322 -9.710
H: -0.463 5.367 -11.355
H: 1.103 4.909 -10.727
H: -0.467 7.237 -9.480
H: 0.770 7.403 -10.730
H: 1.170 6.735 -9.132



Record 7
A 2-piece molecular cluster, C3H8NO overall at a distorted geometry, computed with ωB97M-V with the def2-TZVPD basis set.

Properties
total energy = -248.767190 Eh
Kohn-Sham gap = 0.3113 Eh
charge = +1
energy above the lowest of the compared OMol25 structures with the same formula, charge and spin = 180.4 kJ/mol
highest occupied orbital energy = -13.61 eV

Positions of all 13 atoms, in Å:
C: -0.054 2.442 0.577
N: 0.110 1.275 1.047
H: 0.591 3.261 0.877
H: -0.896 2.671 -0.060
H: -0.438 0.530 0.527
H: 0.943 1.019 1.566
C: 0.842 -1.979 -0.894
C: -0.232 -1.583 -0.229
O: -0.913 -0.424 -0.695
H: 1.662 -2.501 -0.418
H: 0.847 -1.945 -1.978
H: -0.659 -2.062 0.643
H: -1.802 -0.704 -0.963



Record 8
ClZn as an isolated structure at a distorted geometry, computed with ωB97M-V with the def2-TZVPD basis set.

Properties
total energy = -2239.169618 Eh
Kohn-Sham gap = 0.2671 Eh
charge = +1
energy above the lowest of the compared OMol25 structures with the same formula, charge and spin = 38.3 kJ/mol
highest occupied orbital energy = -16.76 eV

Positions of all 2 atoms, in Å:
Zn: 0.373 -5.263 2.929
Cl: 1.559 -4.187 1.273



Record 9
CH2Br3CaF2O3PRb2 as an isolated structure at a distorted geometry, computed with ωB97M-V with the def2-TZVPD basis set.

Properties
total energy = -9253.701768 Eh
Kohn-Sham gap = 0.2400 Eh
charge = +2
energy above the lowest of the compared OMol25 structures with the same formula, charge and spin = 0.0 kJ/mol
highest occupied orbital energy = -14.07 eV

Positions of all 15 atoms, in Å:
Rb: 0.714 0.077 4.827
Rb: -1.888 -3.164 -0.652
Ca: 3.046 -1.888 1.958
O: 1.101 -2.325 2.973
H: 0.165 -2.173 2.829
O: 1.700 -0.399 0.994
P: 0.296 0.122 0.829
O: -0.786 -0.684 0.229
F: 0.387 1.498 0.069
F: -0.238 0.615 2.253
C: -0.857 1.706 -3.143
Br: -2.131 0.199 -3.045
Br: -1.692 3.273 -3.954
Br: 0.787 1.218 -4.050
H: -0.604 1.925 -2.117